No. 1
Formula: C4H5N
Source: the Open Molecules 2025 dataset
Level of theory: the ωB97M-V functional and the def2-TZVPD basis

Calculated values
net charge	0
HOMO level	-0.420	Ha
LUMO energy	-0.159	eV

Geometry as XYZ:
```
10
Properties=species:S:1:pos:R:3:forces:R:3:lowdin_charge:R:1
C -1.5847 -1.1303 -0.9783 3.6 2.5 3.9 -0.134
C 0.2002 1.0837 0.3387 -0.1 0.3 0.0 -0.133
C 1.1075 -0.0926 0.0521 0.2 -0.1 -0.1 -0.140
C -0.2813 -0.2931 0.4819 -2.3 -1.8 -2.6 -0.112
N -2.2793 -1.4949 -1.8038 -1.0 -0.6 -1.2 -0.007
H 0.3337 1.6408 1.2587 -0.1 -0.1 0.0 0.108
H -0.1189 1.6967 -0.4882 0.0 -0.1 -0.2 0.110
H 1.3731 -0.2733 -0.9785 -0.1 0.0 0.0 0.110
H 1.8896 -0.3556 0.7517 0.0 0.0 0.1 0.106
H -0.6400 -0.7815 1.3658 0.0 -0.1 0.1 0.094
```
Positions in Å, forces in eV/Å.

***

No. 2
Formula: C8H24NiO8S5
Source: the Open Molecules 2025 dataset
Level of theory: the ωB97M-V functional and the def2-TZVPD basis

Calculated values
net charge	-1
HOMO level (spin up / spin down)	0.014 / -0.201	Ha
2S+1	4
LUMO energy (spin up / spin down)	1.985 / 1.980	eV

Geometry as XYZ:
```
46
Properties=species:S:1:pos:R:3:forces:R:3:lowdin_charge:R:1
Ni -21.3765 8.8862 1.5879 0.2 -0.1 -0.9 0.460
S -21.8997 6.4147 2.4013 -0.2 -1.9 0.7 0.218
O -20.7645 5.5358 2.6190 0.5 -0.8 0.6 -0.367
O -23.1834 5.8021 2.7234 0.4 0.4 -0.3 -0.351
O -21.6980 7.7111 3.0600 -0.1 2.3 5.3 -0.413
O -21.7748 6.9987 1.0774 -0.7 -0.4 -5.6 -0.396
C -19.5617 10.1010 4.6367 -0.1 -1.2 0.4 -0.259
S -21.0582 10.9796 4.0712 1.2 0.6 -0.6 0.903
O -21.1512 10.6413 2.5927 -0.5 0.6 1.4 -0.556
C -22.3763 10.1898 5.0820 1.1 0.0 -0.8 -0.222
H -19.2898 10.3066 5.6720 -0.3 0.3 0.1 0.050
H -18.6631 10.2024 4.0281 -0.5 0.9 -0.4 0.043
H -19.7453 9.0294 4.5582 -0.4 -0.1 0.0 0.040
H -22.3239 10.5691 6.1026 0.3 0.0 -0.1 0.049
H -22.1959 9.1174 5.0078 -0.7 -0.1 -0.1 0.042
H -23.2734 10.5935 4.6125 -0.1 -0.5 0.0 0.043
C -24.8859 9.7213 -0.8920 0.5 -0.7 -0.8 -0.290
S -24.5659 9.1213 0.7749 0.2 1.5 1.2 0.926
O -23.1794 9.5893 1.2335 -2.2 0.1 -1.0 -0.567
C -25.6055 10.4815 1.4896 0.5 -0.4 0.5 -0.246
H -24.2346 10.5510 -1.1670 0.0 0.1 0.3 0.048
H -25.9398 9.9627 -1.0302 0.1 0.1 0.3 0.046
H -24.6717 8.8944 -1.5691 0.2 0.0 -0.1 0.039
H -26.6700 10.3764 1.2800 0.1 -0.1 -0.3 0.047
H -25.1732 11.4067 1.1088 -0.2 0.0 -0.2 0.053
H -25.4818 10.5044 2.5724 0.1 -0.3 0.0 0.039
C -19.7559 11.1200 -2.4711 -1.3 -1.6 0.8 -0.252
S -21.0000 9.8816 -1.7118 -0.3 0.9 0.8 0.550
O -20.6153 9.6587 -0.2314 0.1 0.5 -2.5 -0.594
C -20.5327 8.4081 -2.6503 -0.1 0.2 0.3 -0.307
H -19.9501 11.1247 -3.5436 0.2 -0.4 -0.2 -0.008
H -18.8185 10.6741 -2.1385 0.3 0.5 -0.3 0.027
H -19.9876 12.1323 -2.1402 0.1 -0.2 0.6 0.025
H -21.1070 7.5340 -2.3434 0.1 0.1 0.9 0.047
H -19.4610 8.2820 -2.4960 0.0 -0.3 -0.5 0.036
H -20.8921 8.5124 -3.6740 0.6 0.6 -0.3 0.026
C -18.4209 6.6257 0.6535 0.6 0.2 -0.5 -0.227
S -18.0426 8.2159 1.4926 -1.8 -0.9 0.1 0.889
O -19.4005 8.8413 1.7167 2.4 -0.2 0.7 -0.599
C -17.5864 7.4976 3.0913 0.1 -0.2 0.5 -0.263
H -18.9946 6.8350 -0.2494 -0.3 0.4 0.3 0.042
H -18.9667 5.9081 1.2661 -0.1 0.3 0.3 0.041
H -17.4878 6.2258 0.2566 0.3 -0.1 0.3 0.042
H -16.6849 6.8933 2.9900 -0.1 -0.2 -0.2 0.051
H -18.4226 6.9279 3.4964 -0.1 -0.3 -0.4 0.060
H -17.3496 8.2187 3.8736 0.0 0.6 -0.5 0.035
```
Positions in Å, forces in eV/Å.

***

No. 3
Formula: C7H16N2S
Source: the Open Molecules 2025 dataset
Level of theory: the ωB97M-V functional and the def2-TZVPD basis

Calculated values
net charge	0
HOMO level (spin up / spin down)	-0.253 / -0.253	Ha
LUMO energy (spin up / spin down)	0.693 / 0.693	eV

Geometry as XYZ:
```
26
Properties=species:S:1:pos:R:3:forces:R:3:lowdin_charge:R:1
C 2.6956 1.3647 -0.2328 0.4 -2.0 2.9 -0.006
C 2.2488 0.1404 0.1572 0.6 -0.5 -0.5 -0.179
C -0.7667 1.4282 -0.9578 -2.2 -4.7 -1.3 -0.150
C -0.4230 0.9855 1.4452 3.5 -1.6 -2.4 -0.110
C -3.3306 -0.4750 -0.0510 3.9 1.6 2.5 -0.334
C 1.4197 -0.6312 -0.7911 -1.6 1.8 0.8 -0.168
C -0.5171 0.3477 0.0780 -0.2 -1.8 -1.7 -0.652
N 1.0957 -2.4939 0.6387 1.9 -0.5 0.4 0.012
N 1.2642 -1.9859 -0.6529 0.7 0.5 -0.7 -0.140
S -1.5636 -1.1410 -0.1974 0.2 0.8 0.5 0.766
H 3.3037 1.8569 0.4919 0.4 0.6 0.4 0.041
H 2.5764 1.8874 -1.1235 -0.6 0.3 -1.6 0.035
H 2.5404 -0.3904 1.1459 -0.6 1.3 -1.7 0.139
H -1.3337 0.9761 -1.8536 0.9 1.0 1.2 0.108
H 0.1623 1.6904 -1.2342 3.3 1.5 -1.5 0.004
H -1.2243 2.2429 -0.5610 -1.7 2.5 1.0 0.043
H -1.3551 1.1824 1.7742 -3.1 1.2 1.3 0.030
H 0.1885 1.8574 1.1757 -0.1 0.1 1.1 0.086
H 0.0835 0.2961 2.1029 0.2 0.2 0.6 0.069
H -3.8368 -1.3769 -0.3015 -1.3 0.1 -0.5 -0.004
H -3.1552 0.4437 -0.6676 -1.6 -1.0 0.2 0.022
H -3.3209 -0.1938 1.0882 -0.9 -0.5 -2.3 0.058
H 1.4189 -0.1174 -1.8118 -0.3 -1.5 1.3 0.153
H 0.4261 -1.9609 1.1323 -1.2 0.8 0.5 0.006
H 0.7039 -3.3919 0.4640 -0.2 -0.8 0.5 0.074
H 0.6991 -2.5416 -1.2579 -0.4 0.8 -1.1 0.100
```
Positions in Å, forces in eV/Å.

***

No. 4
Formula: C38H36N2O2
Source: the Open Molecules 2025 dataset
Level of theory: the ωB97M-V functional and the def2-TZVPD basis

Calculated values
net charge	0
HOMO level	-0.235	Ha
LUMO energy	-1.901	eV

Geometry as XYZ:
```
78
Properties=species:S:1:pos:R:3:forces:R:3:lowdin_charge:R:1
C 5.9173 2.5007 -2.8273 0.1 0.3 -0.4 -0.043
N 5.9992 1.3888 -1.8995 -0.3 -0.5 0.2 -0.171
C 6.9971 1.5523 -0.8517 0.1 -0.1 0.3 -0.058
C 5.0200 0.4350 -1.8045 0.2 0.4 -0.2 -0.190
C 4.1425 0.1536 -2.8962 -0.2 0.0 0.1 0.008
C 3.0225 -0.6279 -2.7244 0.3 0.3 -0.3 0.031
C 2.7608 -1.3001 -1.4886 -0.4 -0.2 0.6 -0.160
C 1.5581 -2.0162 -1.2455 2.0 -0.2 -0.6 0.100
C 1.3031 -2.6407 0.0235 -0.1 0.3 1.6 -0.223
C 1.2524 -4.0503 0.1606 0.1 0.5 -0.4 0.006
C 1.4244 -4.6455 1.3905 0.1 0.1 0.2 -0.013
C 1.4861 -3.8713 2.5797 0.2 0.2 -0.1 -0.211
N 1.7314 -4.4733 3.7870 -0.2 -0.6 0.3 -0.193
C 2.3323 -5.7997 3.9000 0.2 0.0 -0.1 -0.050
C 1.4205 -3.8167 5.0436 0.1 0.5 -0.2 -0.065
C 1.3478 -2.4503 2.4787 0.0 -0.7 0.2 -0.007
C 1.3072 -1.8682 1.2286 0.6 -0.3 -0.6 -0.044
C 3.8343 -1.2594 -0.5232 0.0 0.6 0.3 0.018
C 4.8696 -0.3485 -0.6255 -0.1 -0.6 0.2 -0.003
H 5.2829 2.2528 -3.6809 0.2 0.2 0.3 0.077
H 5.5317 3.4136 -2.3421 -0.1 -0.4 0.0 0.105
H 6.9189 2.7570 -3.1982 -0.2 -0.2 0.0 0.093
H 7.4055 0.5715 -0.5683 -0.1 0.3 0.0 0.092
H 7.8297 2.1623 -1.2390 -0.4 -0.2 0.2 0.093
H 6.5788 2.0413 0.0518 0.2 -0.2 -0.4 0.105
H 4.3751 0.5715 -3.8786 -0.4 -0.1 0.4 0.112
H 2.3279 -0.7284 -3.5550 -0.1 0.0 0.2 0.106
H 0.9124 -2.2382 -2.0847 -0.2 0.0 0.1 0.082
H 1.1984 -4.6767 -0.7283 0.0 0.2 0.1 0.130
H 1.5648 -5.7303 1.4411 -0.4 0.6 -0.2 0.101
H 2.4078 -6.2778 2.9124 0.0 0.1 0.7 0.068
H 3.3622 -5.7328 4.3072 -0.4 0.0 -0.1 0.097
H 1.7430 -6.4423 4.5766 0.2 0.2 -0.3 0.094
H 0.4876 -3.2516 4.9281 0.2 -0.1 0.2 0.093
H 1.2916 -4.5445 5.8509 0.0 0.0 -0.3 0.087
H 2.2129 -3.1204 5.3542 -0.1 -0.1 0.0 0.091
H 1.3863 -1.8284 3.3842 -0.1 -0.3 -0.6 0.108
H 1.3466 -0.7785 1.1536 -0.1 -0.3 0.0 0.123
H 3.8255 -1.9667 0.3121 -0.2 0.5 -0.1 0.126
H 5.5773 -0.2272 0.2037 -0.3 -0.3 -0.5 0.105
C -2.4934 2.0187 -1.0743 0.1 0.1 0.2 -0.104
C -1.5568 1.2756 -0.3392 -0.2 0.2 -0.2 -0.093
C -1.1512 0.0177 -0.7908 -0.5 -0.2 -0.5 -0.023
C -1.7543 -0.5400 -1.9322 0.1 0.4 -0.4 -0.195
C -1.2662 -1.7622 -2.6261 0.3 -0.2 -1.4 -0.109
C -0.3390 -1.4705 -3.7120 -0.8 0.0 1.5 -0.399
C 0.0157 -2.4987 -4.7716 -0.2 1.0 0.3 -0.162
C -0.6556 -2.3664 -5.9877 0.4 -0.5 -0.1 -0.022
C -0.1738 -3.0575 -7.1001 0.0 0.2 0.3 -0.081
C 0.9739 -3.8462 -6.9774 -0.3 -0.3 0.0 -0.102
C 1.5838 -4.0319 -5.7343 -0.2 0.4 0.1 -0.083
C 1.1225 -3.3247 -4.6212 -0.2 -0.2 -0.5 -0.035
O 0.1844 -0.3399 -3.8224 0.3 -0.5 -0.3 -0.004
C -2.1321 -2.9137 -2.8316 0.2 -1.3 0.6 -0.343
C -3.6465 -2.7088 -2.7675 0.1 -0.9 0.2 -0.170
C -4.2573 -2.4172 -1.5449 -0.3 0.4 -0.3 -0.040
C -5.5996 -2.0132 -1.5328 0.3 -0.2 -0.2 -0.081
C -6.3236 -1.9754 -2.7316 0.2 -0.1 0.2 -0.105
C -5.7589 -2.4544 -3.9162 0.4 -0.3 0.1 -0.091
C -4.4312 -2.8983 -3.9187 0.2 0.6 0.3 -0.031
O -1.7042 -4.0634 -3.0344 -0.3 1.0 -0.3 0.033
C -2.7511 0.1801 -2.6021 0.0 0.3 0.3 -0.035
C -3.0981 1.4627 -2.2058 0.0 -0.1 0.1 -0.077
H -2.7407 3.0451 -0.7715 0.1 -0.5 0.0 0.096
H -1.1390 1.6905 0.5840 -0.1 -0.1 -0.4 0.094
H -0.3686 -0.5483 -0.2790 -0.4 0.3 -0.1 0.073
H -1.5204 -1.7019 -6.0436 0.3 -0.2 -0.1 0.124
H -0.6874 -2.9402 -8.0540 0.2 -0.1 0.1 0.099
H 1.3692 -4.3515 -7.8560 -0.1 0.0 0.2 0.094
H 2.4324 -4.6958 -5.6297 0.0 0.0 -0.1 0.094
H 1.6165 -3.3974 -3.6503 -0.1 -0.1 -0.4 0.102
H -3.6558 -2.4726 -0.6290 -0.3 0.3 -0.4 0.125
H -6.0555 -1.7027 -0.5914 0.0 -0.1 -0.3 0.099
H -7.3413 -1.6032 -2.7318 0.0 0.0 0.0 0.092
H -6.3255 -2.4792 -4.8511 0.0 0.0 0.4 0.100
H -3.9695 -3.3460 -4.8054 -0.2 0.4 0.2 0.118
H -3.2454 -0.2951 -3.4525 0.2 0.3 0.1 0.123
H -3.8392 2.0048 -2.7969 0.2 0.0 0.3 0.102
```
Positions in Å, forces in eV/Å.

***

No. 5
Formula: C2H2FO2S
Source: the Open Molecules 2025 dataset
Level of theory: the ωB97M-V functional and the def2-TZVPD basis

Calculated values
net charge	-1
HOMO level (spin up / spin down)	-0.125 / -0.125	Ha
LUMO energy (spin up / spin down)	3.807 / 3.807	eV

Geometry as XYZ:
```
8
Properties=species:S:1:pos:R:3:forces:R:3:lowdin_charge:R:1
C -0.0855 -0.2429 -1.6144 0.1 -1.3 -1.9 -0.164
C 0.2118 0.4501 -0.5476 0.3 1.0 3.4 -0.265
O -1.4816 -0.7797 2.2327 0.9 0.2 0.1 -0.545
O 0.8919 -0.1212 2.7183 -0.6 -0.4 -0.1 -0.537
F 1.1319 1.6581 -0.6620 -1.5 -1.9 -0.8 -0.249
S -0.4209 0.2262 2.1949 0.0 0.3 -1.0 0.724
H -0.6049 -1.2404 -1.7848 0.3 1.6 1.3 0.042
H 0.3574 0.0498 -2.5370 0.5 0.5 -1.0 -0.006
```
Positions in Å, forces in eV/Å.

***

What is the net charge in the third record?
0

***

net charge of number 2 (C8H24NiO8S5)?
-1

***

Copy entry 1 word for word.
Formula: C4H5N
Source: the Open Molecules 2025 dataset
Level of theory: the ωB97M-V functional and the def2-TZVPD basis

Calculated values
net charge	0
HOMO level	-0.420	Ha
LUMO energy	-0.159	eV

Geometry as XYZ:
```
10
Properties=species:S:1:pos:R:3:forces:R:3:lowdin_charge:R:1
C -1.5847 -1.1303 -0.9783 3.6 2.5 3.9 -0.134
C 0.2002 1.0837 0.3387 -0.1 0.3 0.0 -0.133
C 1.1075 -0.0926 0.0521 0.2 -0.1 -0.1 -0.140
C -0.2813 -0.2931 0.4819 -2.3 -1.8 -2.6 -0.112
N -2.2793 -1.4949 -1.8038 -1.0 -0.6 -1.2 -0.007
H 0.3337 1.6408 1.2587 -0.1 -0.1 0.0 0.108
H -0.1189 1.6967 -0.4882 0.0 -0.1 -0.2 0.110
H 1.3731 -0.2733 -0.9785 -0.1 0.0 0.0 0.110
H 1.8896 -0.3556 0.7517 0.0 0.0 0.1 0.106
H -0.6400 -0.7815 1.3658 0.0 -0.1 0.1 0.094
```
Positions in Å, forces in eV/Å.